{"formula": "C43H42AlN11O2S", "method": "ωB97M-V/def2-TZVPD", "charge": 2, "de_lowest_ev": 0.9319, "e_lumo_ev": -5.27, "homo_ev": -12.39, "total_energy_ev": -83184.0676, "symbols": ["H", "N", "C", "H", "N", "H", "C", "C", "H", "S", "C", "H", "C", "H", "H", "H", "H", "Al", "C", "H", "H", "C", "N", "C", "H", "O", "H", "H", "H", "H", "C", "H", "H", "N", "N", "C", "C", "C", "C", "H", "H", "H", "C", "C", "C", "N", "H", "C", "C", "C", "C", "N", "H", "H", "H", "H", "H", "C", "C", "H", "H", "C", "N", "O", "H", "C", "C", "N", "C", "C", "C", "C", "C", "H", "H", "H", "C", "C", "C", "C", "C", "H", "C", "C", "H", "H", "C", "H", "N", "C", "H", "H", "H", "C", "H", "N", "C", "H", "C", "C"], "coordinates": [[-1.598, -3.010, 0.494], [-0.016, -1.453, 1.876], [2.851, 2.331, 0.410], [-2.916, -2.374, 1.507], [0.822, 1.070, 2.717], [-4.796, -1.025, -6.468], [3.804, -1.040, 1.495], [1.742, 1.754, -1.338], [2.680, -2.160, 3.889], [-0.266, 2.080, 2.124], [3.220, 5.233, -4.354], [-1.483, 0.293, -0.547], [0.870, -1.716, -1.496], [0.524, -4.980, 3.013], [3.660, 4.173, -0.494], [-2.718, -4.114, 1.293], [1.598, -2.312, 5.280], [0.942, 0.031, 1.043], [-6.148, 1.800, 2.894], [-3.487, -4.102, -9.146], [-6.601, 1.922, 3.876], [1.021, 4.309, -4.771], [2.019, 1.370, -0.099], [2.052, 5.185, -5.114], [-6.435, 0.824, 2.508], [0.203, 3.405, 1.903], [-2.876, -3.632, 3.860], [0.866, -4.659, 4.728], [-4.617, 4.029, 2.686], [1.843, -2.016, -1.136], [3.365, 2.220, 5.166], [0.127, 4.266, -5.377], [6.259, -0.293, 3.710], [2.818, -0.279, 1.919], [1.742, 6.791, -7.084], [0.348, -2.257, -2.654], [-4.662, 1.912, 2.987], [-4.239, -2.538, -7.888], [-2.140, -3.186, -6.225], [3.604, -1.623, 0.608], [4.024, 5.897, -4.637], [0.319, 2.881, -3.355], [-2.178, -3.175, 1.402], [-3.877, 0.783, 3.226], [-4.023, 3.134, 2.798], [0.240, -0.811, -0.743], [-1.842, -5.035, 3.581], [2.280, 3.614, -2.853], [-1.570, -0.893, -2.307], [-3.050, -2.146, -5.878], [-2.287, -3.912, -7.400], [-2.680, -1.599, -4.700], [-1.884, -0.035, 3.286], [1.315, -1.032, 4.089], [4.237, 4.470, -2.644], [-4.370, -0.150, 3.450], [1.343, 2.871, 4.761], [-2.497, 0.843, 3.138], [4.274, 0.533, 3.701], [-1.604, -4.703, -7.668], [-0.452, -3.858, -5.138], [3.035, 0.490, 3.016], [0.777, -2.955, 3.492], [-0.525, 1.276, 0.874], [3.479, 2.901, 5.995], [-1.846, -3.953, 3.706], [-3.343, -3.569, -8.218], [-1.221, -3.212, -5.211], [5.059, -1.091, 2.115], [3.332, 4.443, -3.229], [-1.587, -2.232, -4.316], [2.136, 2.191, 4.488], [-0.164, -2.540, 2.626], [5.347, 1.437, 5.330], [-1.278, -3.691, 4.592], [-2.137, 4.128, 2.476], [3.076, 3.277, -0.539], [1.953, 1.311, 3.446], [-2.644, 3.204, 2.697], [1.082, -4.355, 3.703], [5.299, -0.304, 3.217], [-0.913, -1.196, 1.466], [-1.892, 2.050, 2.831], [-0.982, -0.433, -1.162], [2.149, -4.507, 3.523], [3.233, 2.307, 1.410], [4.408, 1.407, 4.800], [-2.537, -0.534, -2.612], [2.366, 2.898, -1.643], [1.890, 6.060, -6.217], [-5.040, -2.308, -8.574], [0.930, -2.980, -3.201], [5.828, -1.740, 1.721], [1.644, -2.058, 4.218], [-6.553, 2.570, 2.241], [-1.301, -3.274, 2.547], [-4.114, -1.819, -6.726], [1.129, 1.209, -2.029], [1.134, 3.527, -3.639], [-0.913, -1.838, -3.113]]}

{"formula": "C43H42As2N7O6Rb", "method": "ωB97M-V/def2-TZVPD", "charge": -2, "de_lowest_ev": 1.5658, "e_lumo_ev": 3.66, "homo_ev": -1.80, "total_energy_ev": -190318.6758, "symbols": ["O", "C", "H", "H", "C", "N", "H", "H", "C", "H", "H", "C", "H", "H", "C", "Rb", "H", "H", "C", "H", "H", "As", "H", "C", "C", "H", "C", "C", "H", "H", "H", "C", "C", "H", "C", "C", "As", "C", "C", "O", "C", "H", "H", "C", "C", "C", "N", "H", "C", "C", "C", "H", "H", "H", "O", "C", "C", "C", "N", "C", "H", "N", "H", "N", "C", "C", "H", "H", "H", "H", "H", "C", "C", "C", "H", "N", "C", "C", "C", "O", "C", "H", "C", "O", "C", "H", "H", "H", "C", "C", "H", "N", "H", "C", "H", "C", "H", "C", "H", "O", "H"], "coordinates": [[1.282, -3.557, -1.833], [5.149, 2.327, 0.335], [5.488, 0.368, -2.637], [1.679, -4.567, 3.487], [4.933, 2.314, 2.720], [-2.702, -1.110, -0.848], [3.715, -0.546, 2.250], [1.453, -1.992, 4.894], [-1.766, 1.023, -7.266], [8.152, 2.858, 1.815], [-1.854, -5.415, -1.491], [-1.770, 1.537, -4.905], [0.566, 6.900, 3.688], [6.158, -4.351, 1.427], [6.296, 2.547, 2.849], [0.685, -0.391, -1.223], [4.049, 0.640, -3.659], [4.702, 2.199, -0.644], [0.496, -2.273, 4.469], [-3.494, -4.825, -1.416], [-0.444, -2.438, 6.391], [2.418, 1.920, 1.197], [-2.080, -0.835, -0.078], [2.196, 5.919, 2.690], [3.996, -0.552, -0.505], [2.361, 1.342, 3.662], [4.461, 0.043, -2.842], [-1.576, 0.895, 1.696], [4.322, 2.230, 3.611], [-1.268, -0.023, 3.616], [2.837, 6.794, 2.698], [-1.760, 0.800, 3.110], [-2.510, 1.713, 3.822], [4.536, -2.579, 0.970], [4.344, 2.199, 1.464], [2.657, 4.738, 2.120], [1.754, -1.977, 1.766], [-2.256, 1.984, 1.043], [0.119, 4.850, 3.220], [5.040, -1.162, -0.637], [2.061, 0.775, 2.778], [-3.732, 3.498, 3.736], [-1.024, -2.773, 1.502], [6.510, 2.571, 0.459], [5.182, -4.398, 1.894], [0.580, 3.672, 2.647], [-0.755, -3.089, -1.240], [3.653, 4.709, 1.695], [4.266, -3.383, 1.649], [-2.029, 2.352, -7.570], [-1.805, -2.900, 4.794], [7.124, 2.655, -0.430], [-1.658, 0.297, -8.064], [-2.132, 3.570, -4.398], [-1.377, -0.181, -3.309], [-1.626, 1.050, -3.477], [4.847, -5.469, 2.712], [7.088, 2.679, 1.716], [-2.523, -4.723, -1.181], [0.927, 5.979, 3.245], [-2.925, -3.271, 3.000], [-1.613, 1.532, -1.278], [-2.602, 1.597, 4.899], [-1.805, 1.993, -2.580], [-3.144, 2.778, 3.180], [-2.234, 2.218, -0.403], [-2.644, -3.089, 5.454], [0.974, 0.675, 2.819], [-3.861, -2.778, -0.689], [-0.882, 4.873, 3.632], [-2.271, -0.811, -1.732], [2.663, -4.511, 3.038], [-0.573, -2.530, 5.319], [-1.638, 0.621, -5.943], [3.305, -6.364, 3.909], [-2.910, -2.495, -0.850], [-2.033, 2.870, -5.216], [2.748, -0.588, 2.755], [0.350, -2.370, 3.089], [-0.832, 0.065, 1.071], [3.582, -5.525, 3.279], [-1.431, -0.407, -5.676], [2.997, -3.425, 2.233], [-0.073, -5.220, -1.718], [-3.006, 2.882, 1.803], [-0.081, 2.814, 2.630], [4.513, -1.006, -3.151], [-3.497, 3.699, 1.280], [-1.962, -3.006, 3.419], [-2.023, -3.461, -1.111], [6.739, 2.626, 3.835], [0.177, -4.002, -1.617], [-2.363, 4.315, -6.765], [-2.161, 3.274, -6.537], [5.563, -6.262, 2.895], [-0.892, -2.737, 2.577], [-2.841, 3.066, -0.745], [1.861, 3.594, 2.094], [2.919, -0.950, 3.772], [3.625, 0.221, -1.717], [-2.128, 2.669, -8.602]]}